ORCA calculation (the ωB97M-V functional and the def2-TZVPD basis) on a molecular structure, C43H42P2Zn.

```
88
Properties=species:S:1:pos:R:3:lowdin_charge:R:1
Zn 2.0113 -0.2657 0.3051 0.297
C -5.5498 -0.6270 -1.9227 -0.100
C -4.9106 0.4671 -2.3535 -0.120
C -5.1257 1.9176 -2.0087 -0.190
C -5.9331 2.2304 -0.7296 -0.195
C -5.3085 1.6567 0.5195 -0.106
C -5.4298 0.4246 1.0280 -0.111
C -6.2204 -0.7579 0.5325 -0.186
C -6.6903 -0.7309 -0.9388 -0.196
C 3.3557 -0.4022 1.9348 -0.282
H -5.1884 -1.5816 -2.3056 0.100
H -4.1016 0.3050 -3.0670 0.092
H -5.6056 2.4212 -2.8628 0.114
H -4.1356 2.3855 -1.9160 0.102
H -5.9757 3.3212 -0.6263 0.108
H -6.9663 1.8991 -0.8488 0.096
H -4.6491 2.3395 1.0556 0.096
H -4.8760 0.2238 1.9459 0.082
H -7.0984 -0.8993 1.1823 0.114
H -5.6024 -1.6545 0.6819 0.111
H -7.2282 -1.6672 -1.1293 0.107
H -7.4185 0.0690 -1.0844 0.095
H 3.6272 -1.4417 2.1421 -0.012
H 2.9183 0.0309 2.8440 -0.053
H 4.2698 0.1583 1.6996 -0.043
P 0.5445 -0.1081 -1.4174 0.988
P 0.3219 0.5605 1.5768 0.974
C -0.9879 0.6973 -0.8177 -0.265
C -1.0750 1.0100 0.4808 -0.274
C 0.9689 0.8862 -2.8886 -0.363
C 0.0089 1.6075 -3.6140 -0.098
C 0.3947 2.3857 -4.7029 -0.078
C 1.7400 2.4475 -5.0765 -0.078
C 2.6979 1.7292 -4.3608 -0.066
C 2.3149 0.9504 -3.2686 -0.076
C -0.0948 -1.6717 -2.1081 -0.330
C -0.3390 -2.7527 -1.2480 -0.084
C -0.7088 -3.9929 -1.7637 -0.076
C -0.8276 -4.1711 -3.1432 -0.079
C -0.5734 -3.1030 -4.0048 -0.075
C -0.2082 -1.8589 -3.4926 -0.073
C 0.5729 2.0656 2.5689 -0.338
C 1.3455 3.1239 2.0713 -0.084
C 1.6285 4.2276 2.8744 -0.078
C 1.1522 4.2803 4.1849 -0.080
C 0.3933 3.2230 4.6912 -0.074
C 0.1061 2.1199 3.8906 -0.074
C -0.4953 -0.5979 2.7335 -0.360
C 0.3118 -1.5439 3.3788 -0.077
C -0.2607 -2.4926 4.2256 -0.066
C -1.6404 -2.4998 4.4343 -0.078
C -2.4494 -1.5558 3.7966 -0.077
C -1.8809 -0.6081 2.9481 -0.093
H -1.8034 0.8963 -1.5126 0.059
H -1.9643 1.4795 0.9012 0.068
H -1.0397 1.5482 -3.3341 0.090
H -0.3521 2.9423 -5.2624 0.104
H 2.0379 3.0524 -5.9284 0.104
H 3.7429 1.7710 -4.6545 0.109
H 3.0455 0.3788 -2.7019 0.080
H -0.2324 -2.6216 -0.1742 0.099
H -0.9018 -4.8215 -1.0876 0.106
H -1.1142 -5.1389 -3.5452 0.104
H -0.6582 -3.2380 -5.0795 0.105
H -0.0113 -1.0315 -4.1677 0.097
H 1.7311 3.0793 1.0558 0.105
H 2.2233 5.0454 2.4770 0.105
H 1.3740 5.1399 4.8109 0.103
H 0.0267 3.2562 5.7133 0.105
H -0.4813 1.2980 4.2893 0.097
H 1.3863 -1.5147 3.2105 0.079
H 0.3713 -3.2200 4.7274 0.108
H -2.0864 -3.2357 5.0977 0.104
H -3.5231 -1.5584 3.9625 0.102
H -2.5097 0.1324 2.4611 0.080
C 3.6832 -1.0361 -0.4668 -0.169
C 4.8878 -1.2317 -0.3859 -0.175
C 6.3183 -1.2989 -0.0923 -0.243
C 7.1502 -2.2305 -0.7309 -0.049
C 8.5052 -2.3310 -0.3721 -0.093
C 9.0400 -1.5000 0.6181 -0.112
C 8.2275 -0.5612 1.2468 -0.096
C 6.8805 -0.4595 0.8972 -0.039
H 6.7505 -2.8962 -1.4835 0.104
H 9.1428 -3.0609 -0.8511 0.091
H 10.0822 -1.5821 0.9022 0.092
H 8.6374 0.0860 2.0149 0.097
H 6.3043 0.2821 1.4183 0.088
```

## Properties
Orbital gap in eV: 5.8
E_HOMO in eV: -5.76